Density functional theory data (ωB97M-V with the def2-TZVPD basis set) for C32H66BrF5N7O12PS4 as an isolated structure at a distorted geometry.

```
128
Properties=species:S:1:pos:R:3:mulliken_charge:R:1
C 1.674 -0.781 -2.173 0.3281
F 2.844 -1.202 -1.448 -0.2706
H 4.198 -0.120 4.003 0.3260
N 3.817 0.491 1.656 -0.4554
H 1.406 5.186 -0.767 0.2679
C 4.258 -8.529 -0.135 -0.8145
F 0.897 1.232 -3.581 -0.2040
H 2.039 6.511 -4.062 0.0853
H 0.204 1.986 2.351 0.7062
C 2.114 8.522 -3.830 -0.6867
H -4.245 -2.207 2.376 0.3998
C -6.884 -0.218 0.166 0.2987
H 0.898 3.184 -4.100 0.2198
H 3.161 -6.789 -0.774 0.3698
N 2.535 -7.313 1.155 -0.2999
H -7.687 2.911 0.050 0.3305
S -5.861 4.552 -0.071 -0.1318
H 5.245 -10.437 2.366 0.2342
H 5.105 -6.553 4.518 0.3151
O 0.706 -2.100 -0.624 -0.4519
H 0.006 8.824 -3.254 0.3383
H 3.612 -9.773 2.244 0.2963
C -4.725 -3.257 0.472 0.2125
C 1.497 1.397 -0.286 -1.7833
O -5.496 -2.266 -0.205 -0.1987
F 1.471 -2.000 -2.960 -0.3279
H 4.234 -10.873 0.976 0.3351
C 1.790 5.347 -1.781 -0.7252
H 2.522 -4.205 2.661 0.2201
C 0.658 8.911 -4.130 -0.4694
C -0.428 1.027 2.515 -2.4628
H 0.352 6.191 -5.133 0.1430
O -5.737 2.149 -1.957 -0.5501
H -2.146 1.202 3.929 0.5204
H -0.830 6.869 -3.962 0.2685
H 2.536 9.231 -3.111 0.4057
H 3.900 -4.846 1.801 0.2559
H 2.244 7.391 -1.280 0.4320
N 3.389 -0.639 3.642 -0.6267
H 1.289 1.965 -1.278 -0.4188
C 2.650 0.256 2.608 0.1207
O -5.730 0.401 -0.472 0.1206
Br -1.582 -1.605 3.634 -0.1081
H 2.752 -0.737 4.456 0.2728
H 1.600 -5.465 0.850 0.1561
H -2.224 3.491 2.389 0.3937
H -1.220 6.744 -5.685 0.3626
H 2.816 4.969 -1.810 0.3739
H -1.957 0.892 -0.353 -0.3453
H 2.074 4.468 -4.384 0.3540
H -0.707 3.022 0.801 0.3266
H -1.005 -2.619 -2.729 0.1376
H 4.148 -7.612 3.495 0.1661
H -4.798 4.685 0.821 0.0996
O -0.233 -4.486 -0.229 -0.7793
H 2.006 1.314 4.252 0.3213
H 2.686 8.639 -4.758 0.3708
C 4.493 -10.067 1.668 -0.6982
C 1.479 -0.623 2.107 -1.9544
H 3.525 -9.284 -0.434 0.4072
H 0.659 9.974 -4.395 0.3567
H -7.422 -2.404 0.628 0.4624
C 0.055 -0.080 1.491 3.0346
H 4.374 -6.492 0.488 0.1802
C 3.592 -7.181 0.153 -0.1794
H 2.519 0.926 -0.434 0.7536
H -9.084 -0.196 -0.204 0.2979
H 2.790 2.672 0.778 0.4419
C -8.147 -0.374 -0.848 -1.1872
H -3.921 2.119 2.607 0.4558
C -0.418 6.946 -4.972 -0.4921
O -1.741 3.063 3.139 -0.6775
C -6.561 2.851 0.240 -0.6315
O -0.219 -2.697 1.645 -0.2013
N 1.777 2.504 0.638 -0.0858
H 1.166 -1.205 3.061 0.6556
S -0.520 -3.020 -0.024 0.5933
P -0.982 -1.177 -2.495 0.2100
H -0.568 -0.764 -3.836 0.1609
N -0.984 2.779 -0.147 -0.1979
H -1.925 3.157 -0.318 0.3538
F 3.058 1.078 -2.915 -0.2791
H 2.881 -7.860 1.935 0.0982
C -3.161 1.464 2.011 -0.6198
H -3.091 -3.639 1.968 0.4537
O 5.045 -8.955 0.980 -0.3359
H -8.144 -1.460 -1.230 0.3427
C 0.321 -0.783 -1.206 -0.0638
C 0.251 0.407 -0.087 3.4524
C -0.890 -1.358 1.732 -1.6769
C -0.963 1.382 -0.568 -1.4760
C 3.045 -5.137 2.421 -0.3114
H 3.387 1.936 3.638 0.3232
N 2.490 1.518 3.367 -0.3780
H 1.954 -1.435 1.436 -0.2041
H 0.033 0.709 3.537 0.8713
N 2.370 7.159 -3.358 -0.3121
H 4.596 0.940 2.151 0.3449
C -6.518 -1.709 0.677 -0.7669
C -1.833 1.595 2.879 -0.1358
H -8.085 0.335 -1.736 0.3632
H 5.226 -6.378 2.759 0.2745
H -6.358 2.594 1.338 0.2861
H 2.386 3.218 -3.141 0.3192
H 1.436 3.424 0.298 0.0151
H -3.678 0.442 2.036 -0.1448
O -4.853 -4.482 0.283 -0.5604
C -3.654 -2.723 1.549 -0.4740
O 0.925 4.622 -2.657 -0.2900
S -2.825 -0.671 -2.501 -0.3318
H -6.183 -1.611 1.765 0.2640
H 4.092 -0.478 1.397 0.3144
C 1.620 3.836 -3.615 -0.7768
C 1.731 6.846 -2.079 -0.3324
C -5.975 1.763 -0.785 0.3886
C 1.896 0.310 -3.269 0.5739
S -2.412 -1.604 0.746 0.5185
H 1.230 -6.271 2.365 0.3958
O 0.094 8.240 -5.252 -0.4470
H -0.818 1.467 -1.718 0.4818
H 4.954 -8.394 -0.970 0.3879
F 2.270 -0.291 -4.514 -0.3027
C 4.542 -6.599 3.582 -0.5467
H -3.163 1.971 0.992 -0.1047
C 2.045 -6.032 1.672 -0.4859
O 3.478 -5.663 3.672 -0.4569
H -7.210 0.380 1.100 0.3275
H 0.678 7.142 -2.078 0.1831
```

LUMO level: -0.58 eV
spin multiplicity: 1
orbital gap: 7.65 eV
E_HOMO: -8.2 eV
net charge: 0


Density functional theory data (ωB97M-V with the def2-TZVPD basis set) for a 7-piece molecular cluster, C32H66N7O9 overall at a distorted geometry.

```
114
Properties=species:S:1:pos:R:3:mulliken_charge:R:1
H 7.014 5.493 0.138 0.2453
H -3.270 -0.349 -1.599 0.0875
H 1.591 0.092 -0.525 0.2964
O 1.622 -1.864 -2.386 -0.4473
H 2.557 1.920 -7.037 0.3162
N 6.221 5.606 -0.465 -0.3803
C 3.195 -2.683 8.115 -1.0874
H -1.400 -1.689 -2.752 0.3654
H -0.573 3.942 6.061 0.3378
H 4.802 -0.342 7.972 0.3246
C -5.423 -2.149 -4.660 0.8374
C -2.465 -0.111 -0.903 -0.2104
H 5.926 -2.959 3.264 0.3880
H 5.838 -1.699 8.478 0.3241
H -2.224 3.720 6.665 0.2914
H -3.299 -3.643 1.194 0.3919
H 3.862 5.859 -1.780 0.2339
H -0.424 -0.266 -2.362 -0.1161
C -0.733 -1.253 -2.008 0.1111
H 2.335 1.880 0.383 0.4024
H 3.902 1.565 -5.150 0.3727
O -3.643 -5.828 -0.958 -0.5858
H 4.440 -3.527 4.056 0.3605
H 3.607 3.252 -5.420 0.4967
O 3.709 -2.957 1.122 -0.5083
H -5.705 -3.763 0.044 0.4279
H -8.307 -0.404 2.033 0.3133
C -7.790 0.174 2.795 -1.1936
O -5.195 -1.454 -3.694 -0.5013
H 1.357 -0.953 -5.363 0.1967
C -1.627 4.146 5.863 -1.1546
N 4.084 5.045 -1.235 -0.4646
H -0.245 3.783 3.415 0.2995
C 5.199 4.744 -0.529 0.5691
H -5.381 1.119 3.913 0.3129
H 2.623 -1.822 8.463 0.3283
O 4.277 -2.648 5.999 -0.4848
O -6.383 0.755 0.988 -0.5430
H -4.976 2.205 2.577 0.1492
H -6.429 2.512 3.543 0.4546
H 3.571 -1.483 -2.186 0.3642
C 3.368 1.745 0.068 -0.7440
H 4.387 -5.654 2.440 0.3276
H -5.760 -4.261 -4.827 0.3389
H -4.370 -3.799 -3.826 0.1007
H -2.035 0.841 -1.233 0.4196
C 2.006 3.955 -1.837 -1.0138
H -1.980 -4.496 0.371 0.3292
H 1.976 0.426 -2.206 -0.5846
H -0.390 1.210 -5.028 0.2592
C 4.255 -2.239 7.138 0.7165
H -2.476 -0.136 1.284 0.3213
H -2.622 -2.998 -0.326 -0.3925
N 5.097 3.568 0.006 -0.7569
C -6.613 0.886 2.171 0.8654
H 0.574 -2.117 -0.606 0.3541
H -3.432 1.139 0.566 0.4104
H 3.942 1.470 0.949 0.4440
C 3.911 3.076 -0.356 0.8578
C -3.879 -4.705 -0.577 0.8018
H 1.376 4.255 -3.887 0.3234
H 5.874 -5.081 1.644 0.3439
H 3.289 2.070 -3.063 0.0754
H -5.609 -1.670 -6.740 0.3415
C 3.117 2.320 -5.150 -1.0340
C -5.188 -4.019 -0.882 -0.9893
H 4.475 -1.939 3.288 0.1881
C 2.239 3.891 -3.345 -0.8589
H 1.413 4.811 -1.551 0.3290
C 4.786 -5.002 1.662 -1.1312
C -5.795 1.735 3.114 -1.0159
H 5.986 -1.027 6.845 0.2696
H 4.393 -5.321 0.699 0.2841
C 1.402 0.835 -5.867 0.2544
H -7.112 -2.240 -5.975 0.3395
C 2.544 2.449 -3.752 0.8864
H -0.424 0.067 -6.227 0.3186
H -1.698 3.473 2.441 0.1715
C -1.310 3.998 3.313 -0.9460
H 2.777 -2.015 -0.672 0.5653
H -1.789 5.225 5.836 0.3407
H 2.521 -3.381 7.625 0.2839
N 2.029 -0.217 -5.566 -0.5546
H -4.042 -0.466 0.522 0.2166
H 3.659 -3.179 8.969 0.3283
H 1.472 3.085 -1.479 0.4661
H 6.210 6.407 -1.066 0.1984
H -6.512 -0.605 -5.648 0.2933
H 0.155 -3.187 -1.974 0.4017
C -6.216 -1.634 -5.835 -1.2080
C 0.426 -2.179 -1.679 -0.6880
H 3.097 4.481 -3.659 0.4119
H -7.445 -0.502 3.579 0.3283
H -4.254 -3.685 -5.592 0.3589
C -2.881 -3.905 0.220 -0.2622
C 5.287 -1.262 7.644 -1.0518
C -3.129 0.106 0.451 -1.1364
H 1.621 1.896 -3.623 -0.3209
C 2.379 0.053 -1.277 1.0240
H -4.999 -3.113 -1.462 0.0744
H -8.484 0.900 3.221 0.3525
C 4.377 -3.574 1.925 0.7616
O 3.552 0.781 -0.915 -0.3862
H -1.458 5.071 3.177 0.3399
N -0.021 0.945 -5.932 -0.5850
C -2.038 3.526 4.549 0.8267
H -5.820 -4.687 -1.463 0.3024
O -2.904 2.692 4.486 -0.5033
N 2.082 2.058 -6.153 -0.3582
C -4.921 -3.570 -4.736 -0.9265
N 3.293 3.948 -1.124 0.5090
C 2.689 -1.404 -1.566 -1.1168
O -1.502 -1.126 -0.813 -0.3811
C 4.835 -2.963 3.221 -1.0309
```

LUMO level: -2.69 eV
spin multiplicity: 1
orbital gap: 7.76 eV
E_HOMO: -10.4 eV
net charge: +1


Density functional theory data (ωB97M-V with the def2-TZVPD basis set) for C32H67AsClDyF7NO5S2SeSi4 as an isolated structure at a distorted geometry.

```
122
Properties=species:S:1:pos:R:3:mulliken_charge:R:1
C 15.541 11.563 16.559 2.9052
H 18.372 13.782 10.060 0.3160
C 9.971 11.060 7.183 -1.1223
H 10.457 7.136 7.744 0.3594
H 14.873 8.854 12.443 0.4751
Dy 12.221 12.234 13.410 0.8675
As 10.363 10.362 10.710 0.1888
C 14.125 16.503 8.397 -1.3425
H 13.561 8.291 9.741 0.2079
C 18.417 16.682 8.633 -0.7897
C 13.207 16.778 12.770 0.4822
H 13.985 13.122 16.449 0.0055
O 14.343 16.169 15.123 -0.6804
H 13.681 11.903 17.744 0.2009
F 12.818 18.010 13.158 -0.2350
S 13.291 15.663 14.282 1.1443
H 13.011 7.513 8.277 0.3715
H 13.759 15.779 7.661 0.2387
C 18.459 18.622 6.965 -1.3695
F 14.430 16.858 12.208 -0.1829
H 18.142 14.985 11.312 0.2991
H 14.935 13.150 17.899 0.5546
H 8.393 13.337 10.002 0.1251
H 9.318 6.685 9.009 0.3649
H 13.242 9.866 17.907 0.3437
C 16.563 11.013 13.065 -1.5362
C 13.795 8.810 16.007 2.6301
H 14.339 12.499 10.924 -0.4069
O 11.333 13.449 15.038 -0.4993
H 12.396 7.241 15.570 0.5693
Si 10.082 11.950 8.795 0.5683
H 16.231 10.848 12.055 0.3281
C 14.445 12.459 17.196 -1.6682
C 12.959 7.982 14.976 -1.4505
Si 8.213 10.045 11.842 0.7212
H 6.749 8.576 10.529 0.3465
H 16.935 13.226 16.724 0.5697
H 9.217 8.283 8.244 0.2235
H 18.226 9.046 13.937 0.5252
F 10.458 16.250 17.492 -0.2158
H 12.088 10.102 16.577 0.2683
C 11.555 6.974 11.153 -0.8293
H 19.601 15.038 10.262 0.3752
C 16.655 12.486 15.953 -1.9376
H 10.740 10.284 7.044 0.2127
H 16.172 11.989 13.393 -0.0525
H 17.651 11.056 12.996 0.2656
C 12.776 8.337 8.992 -1.0436
H 16.340 13.099 15.104 0.2482
H 10.688 6.560 11.664 0.3544
H 14.236 6.999 17.135 0.5160
N 11.828 15.848 14.843 -0.6050
H 11.957 13.595 9.256 0.1212
H 12.117 7.512 11.947 -0.0839
H 13.741 11.011 10.881 0.0005
C 17.433 9.295 14.681 -1.8324
H 11.512 13.391 7.514 0.3332
H 7.820 12.873 8.452 0.3823
H 15.396 7.697 13.738 0.3406
H 15.532 10.176 18.271 0.3966
H 12.167 8.520 17.395 0.5313
H 19.532 16.728 8.664 0.1704
H 15.764 18.130 7.102 0.2318
H 7.872 12.507 12.189 0.1243
H 8.566 11.727 13.587 -0.0352
H 7.134 10.055 9.696 0.1625
H 16.533 8.256 12.556 0.6111
H 15.148 8.379 17.714 0.2594
F 10.076 14.065 17.831 -0.2103
Se 15.426 14.386 10.444 -0.2555
H 12.869 9.273 8.472 0.2707
H 17.290 8.365 15.250 0.2478
C 8.341 8.847 13.260 -0.8949
C 15.657 8.565 13.142 -2.4727
C 8.706 13.216 8.967 -1.0196
F 12.150 14.860 17.751 -0.2012
C 17.784 15.713 9.389 0.9756
O 9.410 15.016 14.966 -0.6483
H 12.173 6.141 10.819 0.4126
C 16.353 15.643 9.348 0.1398
H 8.998 14.182 8.567 0.3974
Si 11.129 8.188 9.824 0.4509
H 16.746 11.411 18.337 0.5619
H 9.001 10.582 7.071 0.2929
H 10.085 11.821 6.378 0.3084
C 16.149 9.799 13.981 3.1163
H 17.559 11.941 15.677 0.2858
H 19.269 18.136 6.399 0.3172
C 18.533 14.816 10.316 -1.6953
H 7.414 8.763 13.801 0.3872
H 13.665 16.260 9.367 0.0486
H 9.115 9.225 13.929 -0.0388
H 13.548 7.406 14.237 0.2696
F 11.520 10.424 13.938 -0.3997
H 18.993 19.313 7.624 0.2923
O 13.409 14.286 13.729 -0.3519
C 11.687 12.887 8.477 -0.9310
Cl 10.581 13.248 11.702 -0.6632
C 10.878 14.979 17.212 0.5434
H 17.029 10.057 17.309 0.2937
C 6.849 9.628 10.673 -1.0778
H 15.632 7.514 16.223 0.2591
C 17.762 17.570 7.758 0.5033
O 13.734 11.793 11.420 1.1194
H 5.902 10.089 10.928 0.3821
C 7.801 11.602 12.785 -0.7487
F 12.331 16.361 11.841 -0.2060
C 15.626 16.550 8.515 0.6805
C 14.796 7.889 16.784 -1.7119
H 17.809 19.198 6.280 0.3122
H 12.262 8.596 14.428 -0.1720
H 8.643 7.850 12.936 0.2422
H 6.837 11.453 13.227 0.4384
C 16.329 17.479 7.760 -0.8877
H 13.797 17.476 8.068 0.4194
H 17.902 10.033 15.324 0.4189
S 10.787 14.792 15.335 1.0803
C 16.222 10.719 17.665 -2.0902
C 12.767 9.380 17.049 -2.0496
C 9.893 7.524 8.602 -1.1771
H 12.497 12.173 8.289 0.2121
Si 14.736 10.353 15.209 -1.6961
```

energy above the lowest of the compared OMol25 structures with the same formula, charge and spin: 0.000 eV
LUMO level (alpha / beta): 4.04 / 4.09 eV
spin multiplicity: 6
orbital gap (alpha / beta): 5.62 / 5.73 eV
expectation value of S²: 9.426
E_HOMO (alpha / beta): -1.6 / -1.6 eV
net charge: -2


Computed E (eV) in order:
-205499.49967, -63104.33715, -280999.99762